1.
The following is a quantum chemistry calculation of a 8-piece molecular cluster, C22H43O10 overall at a distorted geometry, from the Open Molecules 2025 dataset.

Summary:
E_HOMO: -5.7 eV
Calculated total energy: -1616.57037 a.u.
Charge: -1
Gap between HOMO and LUMO: 8.03 eV

Last columns: bonded neighbours and bond lengths (Å).
Positions of all 75 atoms, in Å:
1 O 0.46450 1.00498 -0.33487  C2 1.398, H5 0.981
2 C 0.60591 0.27683 -1.52004  O1 1.398, O3 1.274, O4 1.239
3 O 0.62694 -0.98603 -1.35514  C2 1.274
4 O 0.60337 0.90231 -2.58941  C2 1.239
5 H 0.59248 0.24234 0.26868  O1 0.981
6 C -1.12927 -2.22279 1.73526  C7 1.501, H10 1.094, H11 1.087, H12 1.090
7 C -2.38110 -3.03894 1.59565  C6 1.501, O8 1.212, C9 1.520
8 O -2.37640 -4.22605 1.83857  C7 1.212
9 C -3.65762 -2.33502 1.16584  C7 1.520, H13 1.083, H14 1.095, H15 1.089
10 H -0.89651 -2.10294 2.79713  C6 1.094
11 H -1.16880 -1.23676 1.27916  C6 1.087
12 H -0.30684 -2.81222 1.32976  C6 1.090
13 H -3.47704 -1.62304 0.37046  C9 1.083
14 H -4.03006 -1.82117 2.05840  C9 1.095
15 H -4.37197 -3.12431 0.93812  C9 1.089
16 C -0.22078 2.57915 2.87077  C17 1.507, H20 1.091, H21 1.090, H22 1.092
17 C 0.73270 1.54691 3.41573  C16 1.507, O18 1.205, C19 1.514
18 O 0.81760 0.44608 2.93200  C17 1.205
19 C 1.50262 1.92561 4.66300  C17 1.514, H23 1.090, H24 1.088, H25 1.094
20 H 0.30809 3.51588 2.68984  C16 1.091
21 H -1.08161 2.71541 3.52593  C16 1.090
22 H -0.61290 2.24644 1.90724  C16 1.092
23 H 0.91236 1.77133 5.56607  C19 1.090
24 H 1.91277 2.93196 4.60239  C19 1.088
25 H 2.34719 1.23781 4.76133  C19 1.094
26 C 3.60180 0.70870 1.02807  C27 1.515, H30 1.090, H31 1.090, H32 1.090
27 C 4.73871 0.43641 0.06493  C26 1.515, O28 1.206, C29 1.502
28 O 5.61522 1.24039 -0.13491  C27 1.206
29 C 4.79234 -0.92338 -0.56964  C27 1.502, H33 1.090, H34 1.092, H35 1.090
30 H 3.41420 -0.17099 1.64346  C26 1.090
31 H 2.68530 0.96193 0.49427  C26 1.090
32 H 3.84416 1.53775 1.69282  C26 1.090
33 H 4.46552 -1.69855 0.12416  C29 1.090
34 H 5.83860 -1.16975 -0.75980  C29 1.092
35 H 4.21839 -0.95144 -1.49529  C29 1.090
36 C -3.69012 1.26850 1.27350  C37 1.512, H40 1.088, H41 1.090, H42 1.093
37 C -3.41189 2.58774 0.58822  C36 1.512, O38 1.207, C39 1.489
38 O -3.70966 3.64581 1.08723  C37 1.207
39 C -2.74610 2.47729 -0.73901  C37 1.489, H43 1.091, H44 1.095, H45 1.086
40 H -4.04116 1.39010 2.29582  C36 1.088
41 H -2.79751 0.64328 1.23996  C36 1.090
42 H -4.48809 0.76352 0.72270  C36 1.093
43 H -3.29696 1.79565 -1.38948  C39 1.091
44 H -1.76818 2.01815 -0.56328  C39 1.095
45 H -2.64598 3.44134 -1.22812  C39 1.086
46 C 2.59904 -3.70112 -0.59822  C47 1.515, H50 1.092, H51 1.092, H52 1.090
47 C 1.65228 -4.84624 -0.89609  C46 1.515, O48 1.212, C49 1.504
48 O 2.01264 -5.99881 -0.79447  C47 1.212
49 C 0.27315 -4.45764 -1.35207  C47 1.504, H53 1.093, H54 1.092, H55 1.089
50 H 3.09231 -3.38304 -1.51887  C46 1.092
51 H 3.39924 -4.00993 0.07819  C46 1.092
52 H 2.10558 -2.83550 -0.15521  C46 1.090
53 H 0.31283 -3.40946 -1.66099  C49 1.093
54 H -0.44555 -4.55749 -0.53656  C49 1.092
55 H -0.00070 -5.11125 -2.17867  C49 1.089
56 C 2.94774 3.44317 -1.66641  C57 1.489, H60 1.085, H61 1.100, H62 1.095
57 C 2.29609 4.52667 -0.88058  C56 1.489, O58 1.214, C59 1.498
58 O 2.89240 5.54356 -0.59012  C57 1.214
59 C 0.86332 4.32390 -0.49440  C57 1.498, H63 1.090, H64 1.090, H65 1.092
60 H 4.03280 3.44254 -1.67383  C56 1.085
61 H 2.61334 3.54682 -2.70893  C56 1.100
62 H 2.54480 2.45080 -1.44073  C56 1.095
63 H 0.28448 3.83226 -1.27677  C59 1.090
64 H 0.36108 5.26343 -0.26174  C59 1.090
65 H 0.83764 3.70776 0.40642  C59 1.092
66 C -3.63072 -0.56472 -3.79326  C67 1.510, H70 1.088, H71 1.088, H72 1.096
67 C -2.73395 -1.76871 -3.63540  C66 1.510, O68 1.204, C69 1.518
68 O -2.04505 -2.16368 -4.54087  C67 1.204
69 C -2.75522 -2.47956 -2.29472  C67 1.518, H73 1.087, H74 1.093, H75 1.090
70 H -4.63184 -0.70048 -3.38943  C66 1.088
71 H -3.65397 -0.22836 -4.82766  C66 1.088
72 H -3.14602 0.24771 -3.23939  C66 1.096
73 H -2.77924 -3.55156 -2.47606  C69 1.087
74 H -3.70552 -2.17228 -1.84985  C69 1.093
75 H -1.92717 -2.20498 -1.64080  C69 1.090

=====

2.
The following is a quantum chemistry calculation of a 8-piece molecular cluster, C22H44BF3O7 overall, from the Open Molecules 2025 dataset.

Summary:
E_HOMO: -8.9 eV
Calculated total energy: -1715.74177 a.u.
SMILES string: BC(F)(F)F.CC(C)=O.CC(C)=O.CC(C)=O.CC(C)=O.CC(C)=O.CC(C)=O.CC(C)=O
Gap between HOMO and LUMO: 8.49 eV

Last columns: bonded neighbours and bond lengths (Å).
Positions of all 77 atoms, in Å:
1 B 1.35328 1.51194 -2.75368  C2 1.605, H6 1.185, H7 1.181
2 C 1.46671 0.13166 -1.94347  B1 1.605, F3 1.349, F4 1.364, F5 1.354
3 F 0.62958 -0.83410 -2.37480  C2 1.349
4 F 2.72735 -0.37601 -2.06514  C2 1.364
5 F 1.24704 0.30184 -0.61878  C2 1.354
6 H 2.20625 2.31200 -2.56227  B1 1.185
7 H 0.49417 1.73203 -3.53361  B1 1.181
8 C 4.09862 -0.81249 -5.49197  C9 1.508, H12 1.087, H13 1.091, H14 1.091
9 C 3.61538 0.36631 -6.29968  C8 1.508, O10 1.210, C11 1.509
10 O 2.48033 0.77499 -6.20757  C9 1.210
11 C 4.61199 1.01488 -7.22809  C9 1.509, H15 1.091, H16 1.091, H17 1.087
12 H 3.28970 -1.18442 -4.86750  C8 1.087
13 H 4.43228 -1.60961 -6.15805  C8 1.091
14 H 4.93187 -0.51253 -4.85463  C8 1.091
15 H 4.96591 0.28952 -7.96211  C11 1.091
16 H 5.46517 1.38641 -6.65882  C11 1.091
17 H 4.13998 1.84622 -7.74640  C11 1.087
18 C 1.02592 1.24955 4.56151  C19 1.505, H22 1.087, H23 1.089, H24 1.093
19 C 1.84283 1.71493 3.38616  C18 1.505, O20 1.211, C21 1.510
20 O 2.51070 2.72431 3.42389  C19 1.211
21 C 1.78547 0.85538 2.14641  C19 1.510, H25 1.089, H26 1.092, H27 1.086
22 H 1.14470 1.94537 5.38859  C18 1.087
23 H -0.02813 1.20690 4.29044  C18 1.089
24 H 1.36288 0.25834 4.87466  C18 1.093
25 H 0.75981 0.79257 1.78531  C21 1.089
26 H 2.15094 -0.14834 2.37503  C21 1.092
27 H 2.41083 1.29380 1.37473  C21 1.086
28 C 5.87814 -1.01505 2.81999  C29 1.509, H32 1.087, H33 1.091, H34 1.091
29 C 5.14616 -1.74316 1.71921  C28 1.509, O30 1.208, C31 1.510
30 O 4.08198 -2.27997 1.91383  C29 1.208
31 C 5.80301 -1.76470 0.36022  C29 1.510, H35 1.091, H36 1.091, H37 1.087
32 H 5.30107 -1.07232 3.73969  C28 1.087
33 H 6.85703 -1.46893 2.98245  C28 1.091
34 H 6.01425 0.03312 2.54913  C28 1.091
35 H 6.77886 -2.24888 0.42379  C31 1.091
36 H 5.93624 -0.74530 -0.00529  C31 1.091
37 H 5.17507 -2.31409 -0.33708  C31 1.087
38 C -4.01704 0.65973 4.36462  C39 1.502, H42 1.085, H43 1.091, H44 1.090
39 C -3.13276 1.85542 4.57292  C38 1.502, O40 1.214, C41 1.509
40 O -1.96444 1.73570 4.87933  C39 1.214
41 C -3.75487 3.21584 4.37808  C39 1.509, H45 1.091, H46 1.091, H47 1.088
42 H -3.44470 -0.24564 4.54000  C38 1.085
43 H -4.85615 0.68298 5.06156  C38 1.091
44 H -4.39763 0.64510 3.34386  C38 1.090
45 H -4.58306 3.34918 5.07540  C41 1.091
46 H -4.13321 3.30812 3.35910  C41 1.091
47 H -3.00961 3.98815 4.55555  C41 1.088
48 C -5.83571 -2.47516 1.62241  C49 1.508, H52 1.088, H53 1.091, H54 1.091
49 C -5.89590 -1.04000 1.16203  C48 1.508, O50 1.209, C51 1.509
50 O -5.73352 -0.12587 1.93667  C49 1.209
51 C -6.16471 -0.79793 -0.30253  C49 1.509, H55 1.091, H56 1.091, H57 1.087
52 H -5.63357 -2.50730 2.69109  C48 1.088
53 H -6.78594 -2.97221 1.42098  C48 1.091
54 H -5.04147 -3.00316 1.09214  C48 1.091
55 H -7.12785 -1.22800 -0.58107  C51 1.091
56 H -5.38305 -1.26023 -0.90717  C51 1.091
57 H -6.18129 0.27149 -0.49801  C51 1.087
58 C 0.38420 2.69394 -7.36660  C59 1.507, H62 1.086, H63 1.087, H64 1.092
59 C -1.03660 2.82260 -6.88050  C58 1.507, O60 1.209, C61 1.511
60 O -1.30266 3.32911 -5.81569  C59 1.209
61 C -2.11882 2.28269 -7.78601  C59 1.511, H65 1.091, H66 1.091, H67 1.087
62 H 1.05984 3.11231 -6.62704  C58 1.086
63 H 0.63359 1.64617 -7.51440  C58 1.087
64 H 0.50452 3.23278 -8.30929  C58 1.092
65 H -1.96549 1.21598 -7.95619  C61 1.091
66 H -2.09581 2.80080 -8.74593  C61 1.091
67 H -3.09051 2.43425 -7.32194  C61 1.087
68 C -1.93412 -4.35205 5.98426  C69 1.510, H72 1.087, H73 1.091, H74 1.091
69 C -2.39588 -3.11835 5.24674  C68 1.510, O70 1.210, C71 1.510
70 O -3.54005 -2.73350 5.32300  C69 1.210
71 C -1.35773 -2.40002 4.41799  C69 1.510, H75 1.091, H76 1.091, H77 1.086
72 H -2.76667 -4.77555 6.54085  C68 1.087
73 H -1.56187 -5.09366 5.27583  C68 1.091
74 H -1.13316 -4.09410 6.67862  C68 1.091
75 H -0.96227 -3.07085 3.65335  C71 1.091
76 H -0.53647 -2.06747 5.05437  C71 1.091
77 H -1.80089 -1.53345 3.93551  C71 1.086

=====

3.
The following is a quantum chemistry calculation of a 12-piece molecular cluster, C22H44BN2O44S9 overall at a distorted geometry, from the Open Molecules 2025 dataset.

Summary:
E_HOMO (alpha / beta): -3.8 / -7.7 eV
Calculated total energy: -7892.92383 a.u.
2S+1: 2
Expectation value of S²: 0.754
Gap between HOMO and LUMO (alpha / beta): 2.81 / 6.73 eV

Last columns: bonded neighbours and bond lengths (Å).
Positions of all 122 atoms, in Å:
1 N 15.79887 2.94145 -13.17032  H2 1.010, H3 1.010, H4 1.010, H5 1.010
2 H 16.25328 3.65088 -13.72738  N1 1.010
3 H 15.41884 3.20467 -12.27233  N1 1.010
4 H 16.39557 2.15491 -12.95725  N1 1.010
5 H 15.07115 2.59376 -13.77830  N1 1.010
6 N 12.36525 1.38363 -18.03167  H7 1.010, H8 1.010, H9 1.010, H10 1.010
7 H 11.68656 0.64667 -17.90371  N6 1.010
8 H 12.23728 2.05021 -17.28375  N6 1.010
9 H 12.27223 1.89411 -18.89818  N6 1.010
10 H 13.25111 0.90822 -17.93498  N6 1.010
11 O 10.08486 2.72682 -16.76504  C12 1.212
12 C 10.69120 3.75085 -16.53440  O11 1.212, O13 1.378, C16 1.507
13 O 12.05637 3.90051 -16.41745  C12 1.378, B14 1.453
14 B 12.39564 5.24094 -15.97187  O13 1.453, O15 1.456, O18 1.479, O22 1.483
15 O 11.09488 5.83843 -15.70610  B14 1.456, C16 1.360
16 C 10.06328 4.98091 -15.93198  C12 1.507, O15 1.360, O17 1.205
17 O 8.88877 5.20621 -15.78145  C16 1.205
18 O 13.27505 5.95862 -16.91933  B14 1.479, C19 1.302
19 C 14.43761 6.24164 -16.40529  O18 1.302, O20 1.280, C21 1.539
20 O 15.32126 7.11300 -16.71745  C19 1.280
21 C 14.44001 5.70315 -14.96349  C19 1.539, O22 1.363, O23 1.281
22 O 13.19874 5.19273 -14.72605  B14 1.483, C21 1.363
23 O 15.30856 5.93871 -14.05195  C21 1.281
24 C 17.52483 6.31629 -21.70372  C25 1.493, O30 1.430, H31 1.090, H32 1.090
25 C 17.61258 4.85346 -21.41928  C24 1.493, O26 1.411, H33 1.090, H34 1.090
26 O 16.28344 4.38116 -21.41865  C25 1.411, S27 1.630
27 S 15.26717 5.50540 -20.81987  O26 1.630, O28 1.475, O29 1.466, O30 1.658
28 O 15.43631 6.03637 -19.45420  S27 1.475
29 O 13.94702 5.22696 -21.39210  S27 1.466
30 O 16.11631 6.55140 -21.78652  C24 1.430, S27 1.658
31 H 18.07814 6.46169 -22.63152  C24 1.090
32 H 17.92972 7.00951 -20.96641  C24 1.090
33 H 18.00719 4.66260 -20.42130  C25 1.090
34 H 18.24187 4.41402 -22.19322  C25 1.090
35 C 7.26821 -2.44552 -16.75763  C36 1.550, O41 1.393, H42 1.090, H43 1.090
36 C 6.93137 -1.15527 -17.54763  C35 1.550, O37 1.411, H44 1.090, H45 1.090
37 O 8.12876 -0.75475 -18.17772  C36 1.411, S38 1.671
38 S 9.42245 -1.23831 -17.23737  O37 1.671, O39 1.504, O40 1.419, O41 1.661
39 O 10.14660 0.00047 -16.78683  S38 1.504
40 O 10.09707 -2.28861 -17.91191  S38 1.419
41 O 8.37916 -1.89451 -16.12377  C35 1.393, S38 1.661
42 H 7.53643 -3.35897 -17.28844  C35 1.090
43 H 6.57338 -2.81341 -16.00267  C35 1.090
44 H 6.47642 -0.30878 -17.03327  C36 1.090
45 H 6.22285 -1.38200 -18.34431  C36 1.090
46 C 10.26160 7.26884 -18.46928  C47 1.509, O52 1.370, H53 1.090, H54 1.090
47 C 9.68027 8.11184 -19.57700  C46 1.509, O48 1.422, H55 1.090, H56 1.090
48 O 10.59979 9.05009 -20.12054  C47 1.422, S49 1.724
49 S 12.12659 8.76349 -19.37186  O48 1.724, O50 1.482, O51 1.482, O52 1.669
50 O 12.63436 9.88442 -18.54535  S49 1.482
51 O 13.05290 8.38923 -20.46604  S49 1.482
52 O 11.62059 7.43810 -18.49265  C46 1.370, S49 1.669
53 H 10.06463 6.21654 -18.67417  C46 1.090
54 H 9.78373 7.31090 -17.49052  C46 1.090
55 H 8.73016 8.55518 -19.27895  C47 1.090
56 H 9.51515 7.57506 -20.51119  C47 1.090
57 C 13.32011 9.40961 -14.77726  C58 1.513, O63 1.460, H64 1.090, H65 1.090
58 C 12.67567 8.53774 -13.72140  C57 1.513, O59 1.364, H66 1.090, H67 1.090
59 O 11.52025 9.08494 -13.24488  C58 1.364, S60 1.775
60 S 11.34233 10.73682 -13.87095  O59 1.775, O61 1.434, O62 1.437, O63 1.669
61 O 11.11291 11.66355 -12.80142  S60 1.434
62 O 10.46505 10.83283 -15.00508  S60 1.437
63 O 12.95379 10.74225 -14.30630  C57 1.460, S60 1.669
64 H 12.99574 9.28002 -15.80977  C57 1.090
65 H 14.40895 9.41842 -14.72796  C57 1.090
66 H 13.31033 8.56496 -12.83564  C58 1.090
67 H 12.40511 7.51124 -13.96878  C58 1.090
68 C 16.27432 10.08507 -18.41268  C69 1.595, O74 1.477, H75 1.090, H76 1.090
69 C 17.29950 10.82321 -17.43869  C68 1.595, O70 1.396, H77 1.090, H78 1.090
70 O 18.57518 10.44996 -17.86686  C69 1.396, S71 1.631
71 S 18.59436 8.91591 -18.42091  O70 1.631, O72 1.480, O73 1.415, O74 1.666
72 O 18.54782 8.05578 -17.21745  S71 1.480
73 O 19.59688 8.69749 -19.39471  S71 1.415
74 O 17.11943 9.13512 -19.16451  C68 1.477, S71 1.666
75 H 15.80378 10.76251 -19.12525  C68 1.090
76 H 15.62261 9.41742 -17.84909  C68 1.090
77 H 17.10350 10.58823 -16.39251  C69 1.090
78 H 17.09122 11.89279 -17.41160  C69 1.090
79 C 4.47924 5.08372 -17.78006  C80 1.516, O85 1.392, H86 1.090, H87 1.090
80 C 5.37473 5.30112 -16.57598  C79 1.516, O81 1.438, H88 1.090, H89 1.090
81 O 6.17869 4.11165 -16.48855  C80 1.438, S82 1.757
82 S 6.42407 3.50211 -18.11855  O81 1.757, O83 1.468, O84 1.458, O85 1.668
83 O 6.11847 2.07551 -18.28040  S82 1.468
84 O 7.66082 3.99749 -18.71146  S82 1.458
85 O 5.16387 4.38146 -18.76811  C79 1.392, S82 1.668
86 H 3.95263 5.93745 -18.20657  C79 1.090
87 H 3.70696 4.34646 -17.56063  C79 1.090
88 H 5.10012 5.67027 -15.58784  C80 1.090
89 H 6.19272 6.01809 -16.64629  C80 1.090
90 C 6.71663 6.02167 -13.02298  C91 1.542, O96 1.419, H97 1.090, H98 1.090
91 C 5.72932 7.18218 -12.78556  C90 1.542, O92 1.393, H99 1.090, H100 1.090
92 O 6.46665 8.21970 -12.22004  C91 1.393, S93 1.621
93 S 7.62440 7.64746 -11.24015  O92 1.621, O94 1.447, O95 1.464, O96 1.730
94 O 7.20289 7.90642 -9.87982  S93 1.447
95 O 8.85113 8.34363 -11.63261  S93 1.464
96 O 7.50682 6.03099 -11.84416  C90 1.419, S93 1.730
97 H 7.24058 6.10043 -13.97554  C90 1.090
98 H 6.13205 5.12178 -12.83176  C90 1.090
99 H 4.91796 6.88822 -12.11970  C91 1.090
100 H 5.27578 7.42245 -13.74716  C91 1.090
101 C 9.91426 1.92098 -11.27351  C102 1.504, O107 1.399, H108 1.090, H109 1.090
102 C 9.66213 3.21653 -11.99436  C101 1.504, O103 1.365, H110 1.090, H111 1.090
103 O 10.88419 3.72374 -12.32991  C102 1.365, S104 1.614
104 S 12.05642 2.64851 -12.60412  O103 1.614, O105 1.469, O106 1.491, O107 1.659
105 O 13.30105 2.95805 -11.88814  S104 1.469
106 O 12.14793 2.15424 -14.00733  S104 1.491
107 O 11.17127 1.53511 -11.75085  C101 1.399, S104 1.659
108 H 9.13944 1.16318 -11.38962  C101 1.090
109 H 9.94271 2.05216 -10.19181  C101 1.090
110 H 9.12084 3.92257 -11.36459  C102 1.090
111 H 9.14740 3.02939 -12.93677  C102 1.090
112 C 19.86964 5.10636 -14.53903  C113 1.544, O118 1.461, H119 1.090, H120 1.090
113 C 18.70403 5.80286 -13.80373  C112 1.544, O114 1.418, H121 1.090, H122 1.090
114 O 18.35310 4.91796 -12.75225  C113 1.418, S115 1.672
115 S 19.27321 3.55224 -12.46115  O114 1.672, O116 1.464, O117 1.435, O118 1.709
116 O 18.59017 2.35987 -12.96708  S115 1.464
117 O 19.81679 3.60563 -11.13428  S115 1.435
118 O 20.42256 4.16531 -13.56753  C112 1.461, S115 1.709
119 H 20.63227 5.74017 -14.99156  C112 1.090
120 H 19.43590 4.52937 -15.35576  C112 1.090
121 H 17.82023 5.78511 -14.44143  C113 1.090
122 H 18.95810 6.77306 -13.37678  C113 1.090

=====

- Which of these has the lowest calculated total energy?
  C22H44BN2O44S9